The following is a quantum chemistry calculation of 14 unconnected molecules or ions with the total composition C48H82BrN16, from the OMol25 dataset.

The geometry in XYZ format:
```
147
Properties=species:S:1:pos:R:3:forces:R:3
C 0.48149 1.58053 -0.56734 -0.343 -0.320 -0.360
C -0.07653 0.85902 -1.80687 0.220 -0.627 0.477
C 0.60908 -0.49501 -2.02624 0.115 0.419 -0.481
C 0.24397 -1.12916 -3.36850 -0.049 -0.399 0.434
C -1.12106 -1.84174 -3.32393 -0.047 -0.270 -0.444
C -2.03035 -1.56585 -4.52687 0.418 0.164 0.079
C -2.72921 -0.21023 -4.48578 -0.510 -0.017 -0.115
C -3.66397 -0.02470 -3.28244 0.515 -0.129 -0.335
C -4.87392 -0.95770 -3.34500 -0.365 0.494 0.206
C -5.42245 -1.44875 -1.98762 -0.177 -0.626 -0.177
C -4.38252 -1.84185 -0.99630 0.183 0.320 0.207
N -3.79411 -3.02778 -0.74634 -0.013 0.539 -0.204
C -4.13805 -4.30325 -1.42847 0.264 -0.125 0.066
N -4.48825 -4.11450 -2.81520 -0.269 -0.678 0.077
C -3.75179 -5.01631 -3.73128 -0.049 0.040 -0.022
C -2.85862 -2.87767 0.28202 -0.340 0.461 0.399
C -1.97449 -3.93664 0.89975 0.517 0.549 -0.267
C -1.48715 -3.39717 2.24964 -0.177 -0.024 0.040
C -0.71690 -4.20150 0.01120 -0.400 -0.198 -0.191
C -0.70172 -5.54772 -0.71998 0.091 0.439 0.228
C -2.91677 -1.56322 0.64867 -0.007 -0.672 -0.284
N -3.84721 -0.94022 -0.15517 0.323 -0.476 -0.062
C -4.18983 0.45896 -0.05999 -0.260 0.271 0.140
Br -5.71079 0.62453 1.18128 0.048 0.001 -0.052
C -3.02587 1.33274 0.38117 -0.650 0.019 -0.064
C -3.34095 2.80815 0.14331 0.048 -0.426 -0.081
H 1.20387 2.33952 -0.84247 0.051 0.092 0.100
H -0.32645 2.02596 0.01345 0.144 0.285 0.034
H 0.98294 0.86058 0.07879 0.085 0.041 0.106
H 0.04828 1.43845 -2.71920 -0.159 0.243 0.034
H -1.14142 0.66058 -1.65722 -0.049 0.137 -0.373
H 1.68810 -0.33421 -1.97363 0.052 -0.063 0.035
H 0.34074 -1.19181 -1.22738 0.078 0.014 0.158
H 0.99820 -1.88090 -3.60559 0.053 0.036 -0.131
H 0.28274 -0.39516 -4.17426 -0.063 0.148 0.037
H -1.65368 -1.62329 -2.39355 0.038 0.095 0.093
H -0.93556 -2.91969 -3.30518 -0.019 -0.046 0.115
H -1.41055 -1.58782 -5.42652 -0.016 -0.105 -0.056
H -2.74096 -2.38447 -4.63167 -0.212 0.042 0.002
H -2.00224 0.60155 -4.51866 0.093 0.020 0.115
H -3.33753 -0.10047 -5.38894 0.086 0.021 -0.092
H -3.05998 -0.20053 -2.39117 -0.101 0.038 0.074
H -3.97265 1.02127 -3.25723 -0.059 0.045 0.110
H -5.69117 -0.40295 -3.81017 -0.068 -0.119 -0.110
H -4.69402 -1.82393 -3.96976 0.240 -0.116 0.030
H -6.08358 -0.71441 -1.52906 0.152 0.137 0.145
H -6.04906 -2.31864 -2.17132 -0.071 0.030 -0.004
H -3.26847 -4.95057 -1.32700 0.096 0.098 0.003
H -4.93499 -4.76957 -0.84756 -0.130 0.099 -0.004
H -5.45355 -4.40787 -2.90419 -0.099 0.339 -0.048
H -4.34146 -5.17255 -4.63251 -0.040 0.224 -0.048
H -3.59080 -5.99435 -3.29221 0.158 -0.073 0.015
H -2.79660 -4.58958 -4.02732 0.103 0.062 0.093
H -2.52608 -4.86280 1.05886 -0.144 -0.029 -0.067
H -0.93776 -4.16657 2.78647 -0.023 -0.079 0.034
H -0.79695 -2.56775 2.09463 0.037 0.042 -0.030
H -2.30925 -3.03934 2.86805 -0.012 -0.113 0.119
H 0.17298 -4.13765 0.63433 -0.019 0.058 0.146
H -0.65901 -3.37966 -0.70341 0.244 -0.013 -0.078
H -1.14663 -6.32045 -0.09293 0.000 -0.134 -0.049
H 0.32936 -5.82915 -0.92494 -0.006 -0.118 -0.142
H -1.23445 -5.51662 -1.66588 -0.050 -0.101 -0.039
H -2.38042 -1.03567 1.41125 0.034 0.037 0.019
H -4.57780 0.81253 -1.00819 0.024 -0.172 -0.065
H -2.85136 1.15362 1.44107 0.280 -0.041 0.009
H -2.16774 1.03814 -0.22275 0.053 -0.033 0.286
H -3.31953 3.02528 -0.92024 0.127 0.096 -0.178
H -2.58815 3.40995 0.64293 -0.099 0.231 0.004
H -4.33898 3.04872 0.50357 0.062 0.168 0.256
C -1.02299 -9.70474 -1.59053 0.038 -0.020 -0.038
C -1.68694 -8.54596 -2.16593 0.078 -0.281 -0.006
N -2.21446 -7.64766 -2.64257 -0.088 0.094 0.022
H -1.41943 -10.61526 -2.03723 -0.017 0.014 -0.013
H 0.04714 -9.64894 -1.78095 0.014 0.004 0.046
H -1.18636 -9.73152 -0.51495 0.023 0.003 0.008
C 2.54682 5.43964 1.56464 -0.086 -0.063 -0.315
C 2.87872 4.14855 0.97496 0.034 0.184 0.526
N 3.19800 3.10063 0.64084 0.114 -0.289 -0.335
H 2.30806 6.16191 0.78667 0.005 0.044 0.029
H 1.69403 5.33803 2.23213 -0.009 0.004 0.005
H 3.39734 5.79580 2.13371 0.067 0.078 0.029
C 3.91567 6.91151 5.81985 0.083 -0.047 0.120
C 3.55985 7.40342 4.49994 0.031 0.035 0.251
N 3.26722 7.81321 3.47006 -0.008 0.162 -0.274
H 3.11249 7.15012 6.51825 0.090 -0.015 -0.111
H 4.06852 5.83367 5.78597 -0.004 0.005 -0.025
H 4.83517 7.39402 6.14809 -0.013 0.031 0.013
C -5.74673 4.12978 -3.53359 -0.020 0.002 0.002
C -4.29909 3.96584 -3.50877 -0.115 0.049 -0.062
N -3.15964 3.83916 -3.49825 0.152 -0.116 0.085
H -6.16414 3.89626 -2.55548 -0.014 0.013 0.004
H -5.99601 5.15750 -3.78892 -0.017 0.005 -0.003
H -6.18045 3.46377 -4.27708 -0.015 0.010 -0.011
C 2.19487 6.76584 -5.44254 0.032 0.046 0.023
C 2.03365 5.72430 -6.44505 0.029 0.141 0.100
N 1.91582 4.90677 -7.23808 -0.057 -0.250 -0.201
H 3.15400 6.65911 -4.94098 -0.027 0.027 0.050
H 2.14781 7.74361 -5.91836 0.005 0.011 0.009
H 1.40190 6.69274 -4.70138 0.012 0.006 0.030
C -0.49768 -13.76680 -0.19238 -0.017 0.089 -0.104
C -1.21611 -13.30398 -1.37299 0.147 -0.254 0.151
N -1.77419 -12.96423 -2.31385 -0.156 0.198 -0.194
H -1.00007 -13.42093 0.70682 -0.016 -0.027 0.026
H -0.46309 -14.85280 -0.17427 -0.001 -0.015 0.031
H 0.51950 -13.37906 -0.21050 0.012 -0.020 0.029
C 1.28029 -13.02056 3.57624 0.005 0.038 0.033
C 0.74051 -14.21915 2.94962 0.162 0.183 0.138
N 0.32662 -15.15960 2.44545 -0.134 -0.252 -0.110
H 2.36261 -13.10239 3.65397 0.006 0.008 0.006
H 1.03305 -12.14828 2.97207 0.019 0.004 -0.003
H 0.85801 -12.90324 4.57245 0.009 0.009 0.006
C 6.70366 3.92826 0.19201 -0.047 -0.050 -0.088
C 6.73934 4.44055 1.55484 -0.049 -0.071 -0.263
N 6.74103 4.86993 2.61689 -0.016 0.167 0.302
H 5.83729 3.27946 0.06960 -0.009 0.008 0.008
H 6.61849 4.76255 -0.50220 -0.008 -0.011 -0.039
H 7.60967 3.37085 -0.03620 0.019 0.008 0.056
C 1.75358 6.97115 10.08908 0.023 -0.007 0.035
C 1.44681 7.33146 8.71201 -0.019 -0.002 0.276
N 1.19918 7.62580 7.63339 -0.082 0.026 -0.259
H 0.92135 7.24505 10.73409 -0.001 0.000 0.010
H 1.92388 5.89895 10.16158 0.002 -0.004 0.016
H 2.64701 7.49891 10.41671 0.003 0.002 0.009
C 0.94977 -8.47878 3.12810 -0.015 -0.003 0.025
C 1.24982 -9.07802 1.83384 -0.008 0.155 0.230
N 1.49774 -9.53770 0.81464 -0.026 -0.180 -0.262
H 1.16219 -7.41199 3.09700 0.008 0.005 0.011
H -0.10055 -8.62768 3.37186 0.001 0.004 0.016
H 1.56398 -8.93835 3.89997 0.002 0.011 0.013
C 4.21187 9.43918 -0.86659 -0.118 0.067 0.072
C 4.02544 8.36157 -1.82532 0.140 0.181 0.076
N 3.91377 7.52250 -2.59694 -0.100 -0.275 -0.149
H 5.19504 9.37442 -0.40991 0.018 0.014 -0.008
H 4.12799 10.40065 -1.36927 0.008 0.008 0.008
H 3.45560 9.37965 -0.08545 0.023 0.011 0.026
C 3.89933 11.20571 4.25707 -0.080 -0.015 -0.006
C 4.54286 10.75562 5.48317 -0.103 0.037 -0.241
N 5.06380 10.37384 6.42928 0.123 -0.175 0.273
H 3.08375 10.52749 4.01203 0.014 -0.011 -0.031
H 3.50426 12.21168 4.38169 0.048 0.020 0.011
H 4.62664 11.19479 3.44806 -0.018 0.063 -0.076
C 7.21479 8.69215 2.22062 -0.003 0.011 0.021
C 6.72658 9.97881 1.73976 0.034 0.069 0.044
N 6.34021 10.99279 1.36312 -0.046 -0.084 0.017
H 6.99202 7.91392 1.49303 -0.006 -0.033 0.033
H 8.29081 8.74049 2.37344 0.009 -0.010 0.004
H 6.73023 8.44355 3.16293 -0.008 -0.034 -0.008
```
Forces are in eV/Å.

Results
maximum force = 0.82 eV Å⁻¹
Kohn-Sham gap = 10.11 eV
net charge = +1
LUMO = -2.0394 eV
HOMO level = -12.151 eV

---

The following is a quantum chemistry calculation of 9 unconnected molecules or ions with the total composition C48H82Cl2NO19PS8 in a non-equilibrium geometry, from the OMol25 dataset.

The geometry in XYZ format:
```
161
Properties=species:S:1:pos:R:3:forces:R:3
C -4.87908 2.96220 -4.22569 0.654 0.473 0.131
C -4.32597 3.29118 -5.62392 -0.983 -0.837 -0.129
N -3.21979 2.43339 -6.09238 0.289 0.345 -0.103
C -3.27583 1.11366 -5.61760 0.046 0.998 -0.094
C -4.17262 0.28033 -6.22244 -0.924 0.399 -1.126
C -4.37878 -1.01523 -5.87344 -0.197 -0.918 0.217
C -5.46346 -1.70458 -6.68044 -0.106 -0.444 0.333
Cl -4.99843 -3.32142 -7.31855 -0.096 0.203 -0.200
C -6.86274 -1.71346 -6.01615 0.016 1.140 -0.381
C -7.48466 -0.30285 -6.18595 0.516 -0.118 0.511
Cl -6.82522 -2.03332 -4.25895 -0.237 -0.399 -0.174
C -3.61692 -1.54474 -4.82660 0.608 -1.156 1.405
P -3.87641 -3.34452 -4.32197 -1.092 -1.061 -0.868
C -2.21138 -4.16845 -4.40795 -0.311 0.376 0.288
O -4.42951 -3.39474 -2.75213 0.405 0.439 -0.447
C -2.68361 -0.72266 -4.18914 -0.005 -0.004 -0.010
C -2.52575 0.61213 -4.57894 0.992 0.462 0.629
C -1.54155 1.51126 -3.87125 0.171 0.398 0.288
O -1.62489 2.72965 -3.86538 0.034 -0.397 -0.186
C -0.43426 0.86525 -3.12412 -0.626 0.395 -0.780
C -0.58285 -0.39248 -2.76360 0.526 -0.671 0.213
C -1.82089 -1.18440 -3.04562 0.461 0.118 0.327
O -2.06304 -2.12359 -2.31522 -0.207 0.353 -0.409
H -4.08034 2.81625 -3.49740 0.075 0.076 -0.067
H -5.48382 2.05646 -4.21604 -0.179 0.114 -0.077
H -5.44328 3.83019 -3.88115 -0.306 -0.235 0.021
H -5.16574 3.11846 -6.30897 0.067 0.202 -0.104
H -4.09132 4.34810 -5.71597 0.462 -0.091 0.019
H -2.31645 2.84367 -5.91551 -0.163 0.161 0.338
H -4.75877 0.68416 -7.03966 0.148 0.161 -0.057
H -5.59511 -1.10050 -7.57308 0.049 -0.193 -0.122
H -7.49819 -2.44661 -6.50256 0.159 -0.261 0.138
H -7.15713 0.27394 -5.32001 -0.200 0.209 -0.079
H -7.09815 0.22127 -7.06000 -0.259 -0.176 -0.200
H -8.57095 -0.33227 -6.20204 0.005 -0.035 0.010
H -2.39646 -5.17610 -4.77914 -0.082 -0.007 0.024
H -1.61271 -3.67378 -5.17579 0.189 0.053 0.211
H -1.70656 -4.24756 -3.44794 0.199 0.201 -0.098
H -4.47111 -2.50630 -2.38419 0.286 -0.086 0.371
H 0.43544 1.47088 -2.90719 -0.035 0.012 0.153
H 0.21327 -0.87109 -2.19776 -0.350 -0.261 0.108
O -3.48692 2.62619 2.69622 -0.017 0.188 -0.016
S -2.10194 2.58270 2.30429 0.218 -0.224 0.067
O -1.24477 3.73447 2.42585 -0.158 0.209 -0.027
C -1.32448 1.18646 3.10675 0.064 -0.371 0.033
C -1.54139 0.02634 2.13991 -0.071 0.056 -0.077
C -1.26322 0.58949 0.74143 0.044 -0.021 0.028
C -1.99768 1.93191 0.63195 0.123 -0.259 -0.336
H -1.77647 1.02861 4.08304 -0.033 0.189 0.011
H -0.26507 1.41639 3.21678 -0.022 0.078 0.011
H -0.89046 -0.81485 2.37346 -0.006 0.002 -0.004
H -2.57577 -0.32027 2.19936 0.010 -0.003 0.041
H -0.18923 0.74617 0.61958 -0.004 -0.017 -0.002
H -1.58323 -0.09736 -0.04113 0.020 -0.008 0.005
H -1.45992 2.64078 0.00641 -0.087 0.124 0.074
H -3.01289 1.80593 0.25912 -0.045 0.072 0.113
O 1.84566 -1.74129 -1.08559 0.178 0.310 0.058
S 3.22728 -1.85330 -1.51207 0.258 -0.433 -0.052
O 4.13206 -0.73185 -1.44695 -0.299 0.243 0.168
C 3.96368 -3.26015 -0.69522 -0.070 -0.281 0.167
C 3.66160 -4.43162 -1.62262 -0.100 0.066 -0.116
C 3.91939 -3.91428 -3.04417 0.138 -0.228 0.125
C 3.24896 -2.54676 -3.16477 -0.014 -0.172 -0.382
H 3.53326 -3.37728 0.29814 -0.071 0.169 -0.015
H 5.03560 -3.08008 -0.62260 -0.182 0.065 -0.139
H 4.27807 -5.29848 -1.38758 0.032 0.045 0.041
H 2.61315 -4.72489 -1.52113 0.012 -0.011 0.023
H 4.99516 -3.81436 -3.20308 -0.003 0.022 0.040
H 3.53885 -4.59893 -3.79826 -0.001 0.073 -0.076
H 3.79651 -1.87886 -3.82489 -0.072 0.126 0.076
H 2.21775 -2.63760 -3.50341 -0.028 0.054 0.076
O 1.56381 8.47623 5.79797 0.157 0.198 0.003
S 1.54873 8.63581 4.36099 -0.104 -0.268 -0.440
O 2.55063 9.41225 3.67501 0.126 0.142 0.323
C 1.44872 7.01592 3.61065 -0.265 -0.288 -0.076
C -0.04966 6.73865 3.50206 0.025 0.156 0.020
C -0.67898 8.04924 3.01609 0.082 -0.051 -0.036
C -0.08562 9.18712 3.85825 -0.395 0.006 -0.183
H 1.97968 6.29297 4.22669 0.081 0.113 0.056
H 1.90928 7.07995 2.62504 0.064 0.069 0.038
H -0.25483 5.91353 2.82405 -0.035 -0.052 0.085
H -0.45583 6.47522 4.47961 -0.037 -0.119 -0.054
H -0.43123 8.20434 1.96353 0.011 0.012 0.012
H -1.76473 8.02705 3.09640 0.007 0.008 0.010
H 0.01094 10.10813 3.28863 0.136 0.060 0.131
H -0.66968 9.36777 4.75915 0.106 -0.016 0.065
O 0.01264 3.40811 7.39243 -0.050 -0.086 -0.234
S -0.79158 4.58845 7.18200 -0.158 0.302 0.302
O -1.56641 4.77005 5.97860 0.136 -0.250 -0.136
C -1.85212 4.81716 8.60347 -0.071 0.139 0.333
C -1.02210 5.66689 9.56476 -0.080 -0.131 -0.385
C -0.35654 6.73974 8.69454 -0.171 -0.071 -0.013
C 0.22629 6.03987 7.46174 0.072 0.260 0.190
H -2.13011 3.84845 9.01253 0.027 -0.066 -0.146
H -2.74100 5.35226 8.26886 0.012 -0.046 -0.090
H -1.63795 6.10332 10.34612 0.015 -0.022 0.024
H -0.26103 5.05339 10.04121 -0.031 -0.039 0.016
H -1.10494 7.47159 8.38172 0.011 -0.004 -0.007
H 0.41550 7.27581 9.23928 0.015 0.020 -0.033
H 0.19260 6.67694 6.58459 0.087 -0.097 -0.066
H 1.24731 5.70554 7.63700 -0.030 -0.108 -0.064
O 7.07776 -3.31763 -0.47668 0.050 -0.242 0.003
S 7.29964 -3.70399 0.89738 0.372 0.071 0.394
O 6.69646 -4.88419 1.46159 -0.212 -0.060 -0.325
C 9.06221 -3.74433 1.19329 0.343 0.193 0.046
C 9.40273 -2.32189 1.62833 -0.110 0.071 -0.006
C 8.28774 -1.90114 2.59489 0.075 -0.054 0.002
C 6.95091 -2.29277 1.95233 0.050 0.346 0.234
H 9.57905 -4.05558 0.28844 -0.142 -0.079 -0.048
H 9.24604 -4.45781 1.99610 -0.076 -0.039 -0.022
H 10.38449 -2.27307 2.09691 0.000 -0.008 -0.013
H 9.40903 -1.65804 0.76107 0.025 -0.031 -0.015
H 8.40968 -2.42966 3.54259 -0.005 -0.014 -0.016
H 8.32078 -0.83417 2.80943 -0.025 -0.006 -0.004
H 6.21046 -2.57871 2.69522 -0.083 -0.096 -0.128
H 6.55771 -1.49462 1.32390 -0.014 -0.088 -0.093
O 0.53049 -5.86339 -5.77701 0.048 0.292 0.112
S 1.89622 -5.99204 -6.21927 0.149 -0.427 -0.147
O 2.82383 -4.88877 -6.15547 -0.198 0.274 0.148
C 2.62384 -7.41228 -5.40874 0.066 -0.346 0.067
C 2.30874 -8.57881 -6.33944 -0.095 0.010 -0.077
C 2.56940 -8.06100 -7.75916 0.062 -0.024 0.067
C 1.90655 -6.68246 -7.87433 0.093 -0.252 -0.357
H 2.19709 -7.52465 -4.41416 -0.035 0.161 -0.002
H 3.69835 -7.24063 -5.34033 -0.018 0.083 0.001
H 2.91988 -9.45012 -6.10732 0.003 0.015 0.011
H 1.26039 -8.86490 -6.23884 -0.029 0.009 -0.004
H 3.64608 -7.96669 -7.92037 -0.013 0.018 0.018
H 2.18438 -8.74423 -8.51389 -0.037 0.017 -0.002
H 2.46125 -6.01787 -8.53266 -0.070 0.133 0.101
H 0.87488 -6.76066 -8.20788 -0.101 0.024 0.121
O 0.46184 6.50757 11.69673 0.063 0.239 0.287
S 0.85398 7.82561 12.13438 0.269 0.186 0.255
O -0.05911 8.93729 12.08309 -0.218 -0.168 -0.140
C 1.54125 7.70023 13.78130 0.274 -0.100 0.237
C 3.02570 7.43378 13.55193 0.016 -0.008 -0.121
C 3.44963 8.37572 12.41761 -0.018 0.001 0.081
C 2.39023 8.27109 11.31359 0.384 0.094 -0.054
H 1.03802 6.90625 14.32819 -0.133 0.021 -0.100
H 1.38376 8.65703 14.27846 -0.063 0.012 -0.051
H 3.60573 7.60424 14.45774 -0.011 -0.011 0.002
H 3.17538 6.39607 13.24539 -0.024 -0.007 0.035
H 3.49079 9.40048 12.79226 -0.020 -0.007 0.000
H 4.43876 8.12786 12.03545 -0.012 0.010 -0.019
H 2.25229 9.21365 10.78964 -0.159 -0.061 -0.056
H 2.62929 7.48317 10.60118 -0.106 -0.041 0.019
O -2.37689 -10.77594 -6.45679 0.202 -0.010 -0.077
S -2.43877 -9.34586 -6.62550 -0.356 0.181 0.159
O -1.38295 -8.62019 -7.28197 0.394 -0.146 -0.144
C -4.00043 -8.92811 -7.38723 -0.340 0.066 -0.058
C -4.95282 -8.74008 -6.21387 0.005 -0.014 0.164
C -4.17213 -7.94412 -5.15973 -0.025 0.041 -0.108
C -2.78788 -8.59172 -5.03143 -0.150 0.244 0.288
H -4.30062 -9.72344 -8.06568 0.167 -0.044 -0.015
H -3.86199 -7.99732 -7.93717 0.074 -0.012 0.004
H -5.86194 -8.22336 -6.51776 0.002 -0.006 -0.004
H -5.23678 -9.71309 -5.80627 -0.015 -0.009 -0.042
H -4.06655 -6.90851 -5.49108 -0.012 -0.003 0.004
H -4.68853 -7.92793 -4.20131 0.024 0.016 0.004
H -2.01435 -7.85992 -4.80511 0.114 -0.103 -0.095
H -2.78124 -9.38109 -4.28185 0.049 -0.087 -0.102
```
Forces are in eV/Å.

Results
maximum force = 1.92 eV Å⁻¹
Kohn-Sham gap = 6.34 eV
net charge = 0
LUMO = -1.0581 eV
HOMO level = -7.395 eV
SMILES = CCNc1cc([C@@H](Cl)[C@H](C)Cl)c(P(C)O)c2c1C(=O)C=CC2=O.O=S1(=O)CCCC1.O=S1(=O)CCCC1.O=S1(=O)CCCC1.O=S1(=O)CCCC1.O=S1(=O)CCCC1.O=S1(=O)CCCC1.O=S1(=O)CCCC1.O=S1(=O)CCCC1